{
  "formula": "C39H103F4N7O14PS4",
  "method": "the ωB97M-V functional and the def2-TZVPD basis",
  "multiplicity": 1,
  "fmax_ev_per_a": 9.60,
  "charge": 3,
  "orbital_gap_ev": 6.32,
  "elements": ["C", "C", "C", "O", "H", "H", "H", "H", "H", "H", "H", "C", "C", "C", "O", "C", "N", "H", "H", "H", "H", "H", "H", "H", "H", "H", "H", "H", "H", "C", "C", "C", "O", "C", "N", "H", "H", "H", "H", "H", "H", "H", "H", "H", "H", "H", "H", "C", "C", "C", "O", "C", "N", "H", "H", "H", "H", "H", "H", "H", "H", "H", "H", "H", "H", "C", "C", "C", "O", "C", "N", "H", "H", "H", "H", "H", "H", "H", "H", "H", "H", "H", "H", "C", "C", "C", "O", "C", "N", "H", "H", "H", "H", "H", "H", "H", "H", "H", "H", "H", "H", "C", "C", "C", "C", "P", "C", "C", "C", "C", "C", "C", "C", "C", "C", "C", "C", "C", "H", "H", "H", "H", "H", "H", "H", "H", "H", "H", "H", "H", "H", "H", "H", "H", "H", "H", "H", "H", "H", "H", "H", "H", "H", "H", "H", "H", "H", "H", "H", "H", "H", "H", "H", "H", "N", "S", "O", "O", "F", "S", "O", "O", "F", "N", "S", "O", "O", "F", "S", "O", "O", "F"],
  "xyz": [[-10.169122, -20.664661, 3.826746], [-9.916931, -19.590458, 2.727311], [-9.911601, -18.142304, 3.223416], [-8.742289, -19.896915, 1.977975], [-9.325983, -20.741321, 4.513294], [-10.160478, -21.701821, 3.491602], [-11.118820, -20.394473, 4.288442], [-10.745633, -19.724848, 2.032120], [-9.029817, -18.063119, 3.859248], [-10.768745, -18.020956, 3.885752], [-9.981005, -17.303819, 2.530441], [-9.315131, -19.475640, 7.489040], [-10.679324, -18.946734, 7.180646], [-11.804081, -19.927008, 7.579812], [-13.015729, -19.312026, 7.100383], [-13.420376, -19.458748, 5.701070], [-10.941393, -17.607470, 7.916623], [-10.229635, -16.909170, 7.755734], [-11.825227, -17.156872, 7.727160], [-10.895105, -17.615534, 8.925522], [-8.444316, -18.861516, 7.259633], [-9.154853, -20.405411, 6.943198], [-9.224618, -19.668424, 8.558028], [-10.767834, -18.597330, 6.151963], [-11.864872, -20.006176, 8.665224], [-11.603347, -20.870082, 7.071468], [-14.241047, -18.751025, 5.583909], [-13.821158, -20.454242, 5.510108], [-12.706361, -19.308395, 4.891324], [-9.316829, -17.544257, -0.677912], [-8.766668, -18.642955, -1.578341], [-8.090898, -18.280979, -2.847563], [-8.768501, -17.223071, -3.411705], [-8.049864, -16.660900, -4.530389], [-7.751221, -19.478841, -0.787792], [-8.097397, -19.608663, 0.152110], [-7.497149, -20.388446, -1.145810], [-6.900670, -19.002556, -0.523600], [-9.380928, -17.809691, 0.377329], [-10.268867, -17.122163, -0.999711], [-8.541176, -16.784476, -0.582112], [-9.560680, -19.374424, -1.728711], [-7.828259, -19.092136, -3.526629], [-7.121893, -17.844237, -2.605932], [-7.794462, -17.401796, -5.287974], [-7.189602, -16.036976, -4.287938], [-8.606814, -15.983333, -5.177545], [-13.313344, -17.716003, 1.972769], [-14.809013, -17.364932, 1.660434], [-15.875006, -18.305086, 2.216307], [-16.124681, -18.114609, 3.634455], [-16.940189, -19.078905, 4.249150], [-15.040996, -15.966479, 2.194764], [-15.991874, -15.657628, 2.051429], [-14.874892, -15.992641, 3.190659], [-14.426595, -15.265123, 1.806542], [-12.615107, -17.047748, 1.468792], [-12.938813, -18.653470, 1.561707], [-13.100366, -17.679021, 3.041124], [-15.062342, -17.227448, 0.609232], [-15.591157, -19.326725, 1.963764], [-16.846098, -18.289334, 1.721477], [-16.820389, -18.865959, 5.311418], [-16.435277, -20.042490, 4.180881], [-18.016121, -19.002020, 4.092443], [-6.293296, -18.710360, 4.505952], [-5.413066, -18.451267, 3.249577], [-3.909833, -18.526980, 3.547975], [-3.030927, -18.194248, 2.493685], [-1.669391, -18.508101, 2.846063], [-5.784147, -19.466220, 2.196789], [-5.352195, -20.363291, 2.366447], [-6.785729, -19.583957, 2.141540], [-5.403949, -19.138314, 1.320423], [-5.981143, -19.628601, 5.003432], [-7.363696, -18.649584, 4.309352], [-6.018179, -17.867644, 5.140172], [-5.683669, -17.481076, 2.832905], [-3.677731, -19.486304, 4.010509], [-3.688262, -17.880557, 4.397174], [-0.870627, -18.015163, 2.291909], [-1.435338, -19.542668, 2.595074], [-1.491715, -18.290615, 3.899257], [-9.651738, -23.364363, 0.941730], [-8.312016, -23.613259, 1.664329], [-7.650930, -24.991166, 1.707379], [-8.451262, -26.034451, 2.451204], [-8.787505, -25.724758, 3.797253], [-7.340894, -22.477802, 1.246277], [-6.457833, -22.481509, 1.736457], [-7.295004, -22.189926, 0.279251], [-7.679624, -21.661147, 1.734582], [-10.475885, -23.536814, 1.633942], [-9.868937, -24.048723, 0.121614], [-9.861572, -22.390633, 0.499111], [-8.478716, -23.305462, 2.696595], [-6.730675, -24.952659, 2.290265], [-7.371848, -25.398603, 0.735672], [-9.239532, -26.656830, 4.136387], [-9.574544, -24.988904, 3.962100], [-7.992267, -25.446646, 4.488887], [-18.320837, -28.584176, -1.966600], [-16.868566, -28.865902, -1.627496], [-16.028864, -27.565409, -1.646266], [-15.884598, -26.935010, -0.261237], [-15.816116, -25.124233, -0.256166], [-15.360821, -24.450535, 1.381503], [-15.579939, -22.863686, 1.572370], [-14.912572, -22.363213, 2.929207], [-13.404673, -22.243565, 2.878983], [-14.661019, -24.645578, -1.613935], [-13.225265, -24.978541, -1.404718], [-12.428398, -24.738439, -2.659628], [-11.067813, -25.426195, -2.556887], [-17.527182, -24.706581, -0.700463], [-18.707256, -24.975935, 0.294101], [-20.079231, -24.555961, -0.375263], [-21.155258, -24.780486, 0.729076], [-18.844073, -29.539941, -1.995315], [-18.360342, -28.041520, -2.911085], [-18.844439, -27.820739, -1.391184], [-16.540643, -29.605857, -2.357586], [-16.945498, -29.250231, -0.610406], [-16.516824, -26.832298, -2.288571], [-15.062627, -27.613545, -2.148428], [-14.965495, -27.161537, 0.279161], [-16.661636, -27.300082, 0.410340], [-14.329316, -24.740555, 1.581483], [-15.830833, -25.023224, 2.181014], [-16.606108, -22.502320, 1.639346], [-15.059209, -22.337077, 0.772607], [-15.104369, -22.930637, 3.839890], [-15.356562, -21.371132, 3.011424], [-13.136447, -21.734477, 1.953252], [-13.033778, -23.264309, 2.786159], [-12.944061, -21.826151, 3.774358], [-14.603648, -23.568311, -1.458041], [-15.039631, -24.884846, -2.607665], [-13.059107, -26.016085, -1.114921], [-12.980108, -24.421628, -0.500366], [-12.357781, -23.660923, -2.808180], [-12.875875, -25.093045, -3.588135], [-11.131427, -26.507605, -2.436036], [-10.749449, -25.128604, -1.557793], [-10.303076, -25.352878, -3.330136], [-17.826312, -25.010001, -1.703735], [-17.456562, -23.619507, -0.737753], [-18.605111, -24.502186, 1.270444], [-18.757444, -26.007779, 0.641780], [-20.232287, -25.011074, -1.353813], [-20.093807, -23.475197, -0.516061], [-21.091035, -25.851375, 0.921896], [-22.174152, -24.668015, 0.358525], [-21.026276, -24.247296, 1.670972], [-13.323998, -13.955747, 1.036696], [-12.841589, -14.108790, -0.633265], [-11.601964, -14.814268, -1.035576], [-13.288603, -12.981482, -1.428135], [-13.967748, -15.263383, -0.873158], [-11.882513, -13.609954, 1.492454], [-11.309905, -12.342635, 0.967275], [-11.060741, -14.731481, 1.920473], [-12.361433, -13.102880, 2.936006], [-8.972062, -15.627592, 7.382413], [-7.275685, -15.645504, 7.555411], [-6.645237, -14.352357, 7.423314], [-6.541363, -16.821337, 7.096550], [-7.251216, -15.938057, 9.154056], [-8.968778, -15.126568, 5.942836], [-8.091784, -15.697294, 4.919105], [-9.242326, -13.668835, 5.836580], [-10.413748, -15.744871, 5.535082]],
  "forces_ev_per_angstrom": [[0.723, 0.842, -0.287], [0.639, -0.819, -1.261], [-0.131, -1.015, 1.144], [1.631, -0.638, -0.536], [-0.047, 0.793, 0.585], [-0.656, 0.057, -0.796], [0.188, -0.452, 0.451], [-0.518, 0.101, -0.231], [-0.081, 0.584, -0.060], [-0.155, 0.172, 0.195], [0.283, -0.360, -0.357], [0.816, -0.161, 0.501], [-0.401, 1.133, 0.650], [-0.102, 1.730, -1.976], [-0.145, -0.320, -0.690], [-0.395, -0.311, 1.155], [-0.068, -0.697, 0.683], [1.234, 0.845, -1.067], [-0.565, -0.232, -0.620], [-0.097, -0.901, 0.740], [-0.315, 0.531, -0.276], [-0.190, -0.127, 0.130], [-0.046, -0.315, 0.093], [-0.081, -0.485, -0.178], [-0.152, -0.266, -0.111], [-0.094, -0.268, 0.293], [0.144, 0.011, -0.038], [-0.106, -0.265, 0.325], [0.641, 0.502, 0.477], [1.347, 0.516, 0.424], [-1.090, -1.454, 0.989], [1.400, 1.836, -0.324], [-0.640, 0.722, -1.653], [-0.161, 0.236, -1.063], [0.364, 0.356, 0.645], [-1.771, -0.500, 1.720], [-0.099, -0.021, -0.770], [0.583, 0.783, -0.976], [-0.471, -0.850, -0.089], [0.319, 0.055, -0.261], [-0.238, 0.673, -0.566], [-0.114, -0.063, -0.258], [-0.602, -0.490, -0.183], [0.773, -0.205, 0.566], [0.422, -0.589, 0.437], [0.283, -0.480, 0.719], [-1.050, 0.048, 0.853], [-0.386, 0.227, -0.721], [0.307, 0.496, 0.142], [-0.890, -0.631, 1.107], [1.060, 0.707, -1.766], [0.873, 0.103, 1.649], [-0.570, -1.330, 0.820], [-0.462, 0.106, -0.069], [-0.078, 0.169, 0.586], [1.200, 0.950, -0.933], [-0.296, 0.742, 0.180], [-0.770, -0.491, 0.198], [-0.148, -0.030, 0.021], [0.658, -0.431, -0.241], [0.641, -0.320, 0.429], [-0.121, 0.923, -0.368], [-0.176, 0.162, 0.173], [-0.742, -0.447, -0.557], [0.110, -0.287, -0.808], [1.480, 0.793, -0.600], [-0.171, 0.164, 1.011], [0.296, 0.326, 0.844], [-0.286, -0.227, -0.472], [0.400, -0.499, 0.077], [1.220, 0.277, -0.479], [0.358, -0.230, 0.454], [-1.974, 0.110, 0.172], [0.262, 0.129, -0.430], [-0.196, -0.124, 0.039], [0.324, -0.185, -0.109], [-0.377, -0.116, 0.431], [0.034, -0.016, -0.134], [0.009, -0.780, -0.400], [-0.408, 0.536, 0.084], [-0.834, 0.910, -0.356], [-0.409, -0.422, 0.494], [-0.032, -0.154, 0.048], [-0.555, -1.020, -0.439], [-0.641, 1.050, 0.222], [-0.590, -1.623, 1.448], [0.845, 2.447, -1.640], [-0.652, -0.707, 0.354], [-0.063, -0.340, 0.993], [0.999, -1.172, -0.584], [0.277, -0.704, -0.359], [-2.027, 1.699, 0.298], [0.139, 0.025, 0.222], [0.506, -0.338, 0.005], [0.662, 0.419, 0.471], [-0.028, -0.197, 0.156], [0.274, 0.489, -0.017], [-0.516, -0.131, -0.017], [0.238, -0.003, 0.247], [-0.182, 0.428, -0.626], [0.612, -0.170, -0.387], [-0.115, 0.766, -0.943], [-0.506, 0.919, 0.334], [0.089, 0.351, -0.329], [0.927, 0.178, 1.028], [-1.488, -1.701, -0.959], [-0.297, 1.244, -0.025], [1.437, -1.399, 1.633], [-0.260, 0.466, -0.801], [-0.102, -0.779, -0.804], [-1.082, 1.177, 1.119], [-0.021, -1.810, 0.498], [1.027, 0.290, -1.000], [0.079, -0.364, 1.192], [-0.316, 1.597, 1.047], [-0.222, -0.298, -0.797], [0.665, 1.013, 2.358], [-0.146, -1.671, -1.354], [-0.401, 0.398, -0.108], [-0.058, -0.706, -0.717], [0.077, -0.412, 1.062], [0.408, -0.013, 0.398], [0.865, -0.500, -0.054], [-0.523, -0.024, -0.124], [0.255, -0.611, 0.301], [0.327, -0.798, -0.227], [-0.275, 0.364, 0.025], [0.404, 0.386, -0.409], [-0.763, 0.030, -0.225], [-0.169, -0.692, -0.454], [-0.117, 0.071, -0.153], [-0.863, -0.210, -0.270], [0.087, 0.034, 0.516], [0.456, 0.377, 0.194], [0.422, -0.113, 0.019], [-0.157, 0.233, -0.219], [-0.768, 0.492, -0.761], [-0.297, -0.055, 0.241], [-0.215, -0.341, -0.020], [1.019, 0.314, -0.223], [0.392, 0.161, -0.080], [-0.746, -0.182, 0.294], [-0.667, -0.174, -0.118], [1.042, 0.176, -0.112], [-0.245, 0.880, 0.013], [0.455, -0.319, 0.000], [-0.264, 0.409, -0.368], [0.226, 0.777, -0.228], [-0.044, -0.450, -0.658], [-0.248, -0.367, 0.325], [0.475, 0.139, -0.430], [-0.173, -0.133, 0.557], [0.079, 0.440, 0.006], [0.252, 0.214, -0.330], [0.848, -1.038, -4.199], [-1.787, -0.187, -3.031], [-2.422, 1.416, 1.670], [0.880, -1.889, 1.555], [0.180, 0.096, -0.097], [3.750, 4.212, 5.594], [-1.045, -3.837, 0.074], [-0.419, 0.557, -1.483], [-0.207, -0.097, 0.133], [3.761, -1.676, 1.854], [2.960, -0.441, 3.642], [-1.425, -1.747, -0.306], [-1.717, 1.150, -0.081], [-0.713, 0.351, -1.233], [-3.230, 6.235, -6.553], [-0.718, 0.026, 1.968], [1.044, -3.870, 0.413], [-0.072, -0.540, 0.206]]
}

***

{
  "formula": "C4H6N2OS",
  "method": "the ωB97M-V functional and the def2-TZVPD basis",
  "multiplicity": 1,
  "fmax_ev_per_a": 1.10,
  "orbital_gap_ev": 8.76,
  "relative_energy_kcal_mol": 82.99,
  "smiles": "O/N=C1\\CC=CN1S",
  "elements": ["O", "N", "C", "C", "C", "C", "N", "S", "H", "H", "H", "H", "H", "H"],
  "xyz": [[2.493860, -1.180584, 0.013517], [1.094217, -1.272602, 0.005791], [0.601950, -0.091875, -0.029123], [1.309632, 1.239950, -0.020547], [0.162393, 2.211175, 0.034500], [-0.994281, 1.539817, 0.017330], [-0.772652, 0.150049, -0.041183], [-1.977754, -1.030751, -0.074619], [2.751874, -2.113347, 0.035600], [1.995966, 1.305982, 0.833005], [1.941700, 1.345917, -0.920737], [0.254034, 3.316763, 0.080157], [-2.004359, 1.885085, 0.063216], [-1.975149, -1.340235, 1.229314]],
  "forces_ev_per_angstrom": [[0.283, -0.390, 0.009], [-0.586, 0.734, -0.030], [0.306, -0.628, 0.047], [0.275, 0.036, -0.190], [-0.451, 0.976, 0.022], [0.872, 0.029, 0.140], [-0.141, -0.254, -0.093], [0.218, 0.245, -0.158], [-0.008, 0.343, -0.007], [-0.137, -0.045, -0.092], [-0.239, -0.050, 0.266], [-0.053, -1.099, -0.062], [-0.314, 0.170, -0.045], [-0.025, -0.066, 0.193]]
}